1.
Formula: CH3BrO2P
Source: the OMol25 dataset
Level of theory: ωB97M-V/def2-TZVPD

Positions of all 8 atoms, in Å:
H (-0.5889, 1.2530, -1.1390)
O (-1.2383, 1.1438, -0.4499)
P (1.2751, -0.9054, 0.6713)
O (1.5971, -1.6131, -0.6224)
H (-1.0861, -0.9348, -0.2449)
C (-0.8611, -0.0798, 0.2967)
Br (2.3294, 1.0960, 0.3309)
H (-1.4272, 0.0403, 1.1571)

**Net charge**: -1
**Strongest force on any atom**: 3.37 eV/A
**HOMO**: -3.210 eV
**E_LUMO**: 3.8 eV
**Energy above the lowest of the compared OMol25 structures with the same formula, charge and spin**: 67.0 kcal per mole
**Multiplicity**: 1

Okay, here come the natural (NBO) numbers, in e, for every atom: number 1, H, carries 0.461; number 2, O, carries -0.767; number 3, P, carries 1.013; number 4, O, carries -1.160; number 5, H, carries 0.134; number 6, C, carries -0.349; number 7, Br, carries -0.474; number 8, H, carries 0.141

***

2.
Formula: C44H49FN6O4PdSeTe
Source: the OMol25 dataset
Level of theory: ωB97M-V/def2-TZVPD

Positions of all 107 atoms, in Å:
H (3.5572, 6.2502, 1.8567)
H (-1.2545, -7.2616, -0.8477)
C (1.8919, -4.3997, 4.6370)
C (-2.0066, -6.4689, -0.8795)
C (0.5558, 3.6133, 0.6640)
C (-1.0628, 5.3704, 0.5566)
F (-2.3431, 5.7776, 0.6837)
H (5.2146, 6.3946, 1.2512)
H (1.4705, -0.4968, -1.5250)
H (1.1298, -5.4224, 2.9051)
H (2.9051, -5.9988, -2.8861)
H (4.8310, 4.4069, -0.2461)
C (0.0633, -3.5456, 1.4526)
N (0.0390, -2.5876, 0.5194)
H (4.1737, 2.4746, 0.5056)
H (1.6323, -1.0719, 5.1771)
C (-2.6995, -3.8253, 3.7656)
H (-2.5898, -4.9782, -6.0052)
C (2.0271, -3.1781, 5.2819)
C (4.3956, 5.6973, 1.4295)
H (-2.9628, -7.8740, -2.8984)
C (-0.0704, 6.3172, 0.2636)
Se (-2.5059, -0.7082, 1.1782)
H (4.7260, 4.9675, 2.1685)
C (-2.4766, -5.2602, -4.9624)
C (-1.5733, -2.9714, -4.5850)
H (0.1189, -0.7876, -2.6186)
H (0.2002, 9.0244, -1.7610)
C (0.8421, 2.1876, 0.8585)
H (0.6682, -5.5386, -1.9779)
C (1.2392, 5.8832, 0.1884)
O (-0.1263, 1.4389, 1.1042)
C (0.7414, -3.3295, 2.7995)
O (2.0117, -0.5969, 0.8133)
C (-2.1796, -5.9733, -2.2908)
C (1.2499, -4.4748, 3.4113)
C (-0.7680, 4.0516, 0.7395)
C (1.6250, -2.3385, -2.6059)
C (2.7865, 0.4006, 0.9642)
H (-0.8439, -0.6253, 5.0889)
Te (-1.0880, -3.1209, -1.3387)
C (-3.3921, -7.5253, -5.5588)
H (-1.8922, -2.8503, -5.6201)
H (-2.4826, 0.0585, 4.9039)
H (2.0069, 6.6031, -0.0595)
N (-0.3484, 7.6920, 0.0282)
H (-2.6364, -4.6223, 1.0090)
H (1.1384, 8.2566, 1.4019)
H (-1.9063, -2.9331, 5.6249)
C (-1.6787, 8.1268, -0.3800)
N (-0.1240, 9.8322, -1.2234)
N (-2.8889, -3.2301, 2.5383)
H (0.5277, 10.8306, 0.5140)
C (-1.6611, -0.4426, 4.3940)
H (0.0005, 10.6719, -1.7858)
H (-2.0152, -2.1643, -3.9968)
H (2.2939, -5.2979, 5.0891)
H (-0.4252, 9.0113, 1.6762)
O (3.9855, 0.3540, 1.2071)
C (-1.5639, 9.5808, -0.8822)
C (-2.2154, -2.8791, 4.5966)
C (0.8292, -3.4086, -2.1911)
H (1.7508, 9.8178, -0.2800)
H (-0.4883, -2.8432, -4.5475)
N (2.8752, 4.0846, 0.3119)
C (-2.8450, -6.5413, -4.5612)
H (-1.6762, -5.6987, -0.1907)
H (-2.0380, 7.4774, -1.1757)
O (-0.3666, -4.6993, 1.2526)
H (-1.8283, 10.3075, -0.1167)
H (3.7576, 5.7157, -0.6523)
C (1.2950, -4.7159, -2.2980)
H (-2.9040, -4.8688, 3.9249)
H (-1.3142, 0.1735, 3.5687)
C (4.0050, 5.0033, 0.1348)
C (2.5524, -4.9781, -2.8136)
H (-2.1696, 9.7659, -1.7653)
H (3.5091, -1.8037, -3.4659)
C (0.2742, 8.6794, 0.8987)
H (1.6910, -0.3004, -3.2688)
C (1.5726, 4.5367, 0.3948)
H (-1.5492, 3.3345, 0.9584)
C (2.8850, -2.6252, -3.1318)
Pd (-0.0477, -0.6480, 0.8716)
H (4.3351, -4.1136, -3.6433)
H (2.5360, -3.1180, 6.2359)
C (-1.9714, -4.3293, -4.0666)
C (-3.3983, -3.9331, 1.3643)
H (-2.6702, -7.7185, -6.3543)
C (-2.6888, -6.8766, -3.2292)
C (-1.8242, -4.6954, -2.7172)
H (-3.6194, -3.1977, 0.5961)
C (0.8822, -2.1141, 3.4587)
C (3.3508, -3.9242, -3.2345)
H (-3.6318, -8.4761, -5.0841)
H (-4.3105, -4.4574, 1.6425)
C (1.1971, -0.8998, -2.5023)
C (1.5174, -2.0329, 4.6884)
H (-4.3004, -7.1441, -6.0292)
C (3.1328, 2.7764, 0.5266)
N (-2.1095, -1.7186, 3.8630)
H (-2.4102, 8.1041, 0.4312)
H (0.4811, -1.2252, 2.9919)
C (2.2075, 1.8065, 0.7707)
H (-2.9385, -6.9033, -0.5079)
C (0.7091, 9.8736, 0.0295)
C (-2.5137, -1.9429, 2.5998)

**Net charge**: +1
**Strongest force on any atom**: 0.69 eV/A
**HOMO (alpha / beta)**: -7.651 / -8.900 eV
**E_LUMO (alpha / beta)**: -3.4 / -3.4 eV
**Energy above the lowest of the compared OMol25 structures with the same formula, charge and spin**: 0.0 kcal per mole
**Multiplicity**: 2

Mulliken population analysis, charges in e, atoms 1 to 99: number 1, H, carries 0.276; number 2, H, carries 0.381; number 3, C, carries -0.485; number 4, C, carries -1.495; number 5, C, carries 0.756; number 6, C, carries 0.341; number 7, F, carries -0.342; number 8, H, carries 0.385; number 9, H, carries 0.187; number 10, H, carries 0.454; number 11, H, carries 0.432; number 12, H, carries 0.504; number 13, C, carries 0.222; number 14, N, carries 0.214; number 15, H, carries 0.584; number 16, H, carries 0.502; number 17, C, carries -0.509; number 18, H, carries 0.366; number 19, C, carries -0.730; number 20, C, carries -0.971; number 21, H, carries 0.336; number 22, C, carries -1.497; number 23, Se, carries -0.321; number 24, H, carries 0.332; number 25, C, carries -0.928; number 26, C, carries -1.426; number 27, H, carries 0.265; number 28, H, carries 0.376; number 29, C, carries 1.960; number 30, H, carries 0.394; number 31, C, carries -0.516; number 32, O, carries -1.233; number 33, C, carries 0.378; number 34, O, carries -0.665; number 35, C, carries 1.381; number 36, C, carries -0.953; number 37, C, carries -0.652; number 38, C, carries 1.408; number 39, C, carries 0.058; number 40, H, carries 0.311; number 41, Te, carries 0.294; number 42, C, carries -1.558; number 43, H, carries 0.453; number 44, H, carries 0.302; number 45, H, carries 0.541; number 46, N, carries 0.254; number 47, H, carries 0.434; number 48, H, carries 0.458; number 49, H, carries 0.492; number 50, C, carries -0.728; number 51, N, carries -0.154; number 52, N, carries 0.282; number 53, H, carries 0.370; number 54, C, carries -0.838; number 55, H, carries 0.324; number 56, H, carries 0.198; number 57, H, carries 0.430; number 58, H, carries 0.300; number 59, O, carries -0.763; number 60, C, carries -0.687; number 61, C, carries -0.577; number 62, C, carries 0.478; number 63, H, carries 0.414; number 64, H, carries 0.220; number 65, N, carries 0.153; number 66, C, carries 0.801; number 67, H, carries -0.414; number 68, H, carries 0.502; number 69, O, carries -0.694; number 70, H, carries 0.342; number 71, H, carries 0.409; number 72, C, carries -0.520; number 73, H, carries 0.483; number 74, H, carries 0.224; number 75, C, carries -1.005; number 76, C, carries -0.833; number 77, H, carries 0.375; number 78, H, carries 0.404; number 79, C, carries -0.581; number 80, H, carries 0.571; number 81, C, carries -0.035; number 82, H, carries 0.639; number 83, C, carries -0.610; number 84, Pd, carries 0.799; number 85, H, carries 0.383; number 86, H, carries 0.410; number 87, C, carries 0.812; number 88, C, carries -1.147; number 89, H, carries 0.339; number 90, C, carries -0.955; number 91, C, carries -0.277; number 92, H, carries 0.294; number 93, C, carries 0.643; number 94, C, carries -0.617; number 95, H, carries 0.346; number 96, H, carries 0.414; number 97, C, carries -1.980; number 98, C, carries -1.427; number 99, H, carries 0.340